1.
DFT (wB97M-V/def2-TZVPD) results for the molecule C7H11N3O at a distorted geometry.

Structure (XYZ):
```
22
Properties=species:S:1:pos:R:3:nbo_charge:R:1
C -2.522 -0.154 1.582 -0.21
C -1.573 0.899 1.806 -0.19
C -2.154 -1.127 0.618 -0.18
C -0.421 0.980 1.040 -0.23
C -1.019 -1.021 -0.184 -0.22
C -0.139 -0.001 0.020 -0.01
C 1.044 0.160 -0.873 0.34
N 0.804 1.310 -1.692 -0.84
N 2.342 0.214 -0.130 -0.33
N 1.233 -1.049 -1.708 -0.86
O 2.281 -0.836 0.898 -0.61
H -3.308 -0.274 2.215 0.21
H -1.925 1.685 2.502 0.21
H -2.946 -1.863 0.388 0.21
H 0.347 1.627 1.404 0.21
H -1.027 -1.675 -0.916 0.20
H 1.580 1.719 -2.262 0.37
H 0.609 2.096 -1.054 0.36
H 2.288 1.087 0.354 0.33
H 0.408 -1.196 -2.254 0.37
H 2.096 -0.891 -2.246 0.38
H 2.006 -1.691 0.493 0.49
```

Output
E_LUMO: 0.03222 Ha
Charge: 0
Frontier orbital gap: 10.014 eV
SMILES: NC(N)(NO)c1ccccc1
ΔE to the lowest compared entry with this formula, charge and spin: 65.7 kcal per mole
Electronic energy: -13952.721 eV

2.
DFT (wB97M-V/def2-TZVPD) results for the molecule C10H9NO3 at a distorted geometry.

Structure (XYZ):
```
23
Properties=species:S:1:pos:R:3:nbo_charge:R:1
C -1.966 1.829 -1.833 -0.22
C -2.801 1.152 -0.955 -0.18
C -0.612 1.552 -1.806 -0.14
C -2.406 0.193 -0.091 -0.20
C -0.172 0.604 -0.840 -0.18
C -1.060 -0.059 0.044 0.03
C 1.192 0.227 -0.526 0.57
C -0.488 -0.871 1.101 -0.37
C 1.265 -0.693 0.732 -0.02
C 2.030 -1.935 0.428 -0.66
N 1.985 0.036 1.763 0.53
O 1.504 1.045 2.194 -0.37
O 2.176 0.490 -1.154 -0.51
O 3.064 -0.449 1.999 -0.37
H -2.335 2.694 -2.485 0.23
H -3.848 1.462 -0.992 0.22
H 0.156 2.014 -2.450 0.24
H -3.162 -0.274 0.683 0.22
H -0.740 -0.484 2.004 0.23
H -0.617 -1.898 1.047 0.22
H 1.805 -2.269 -0.600 0.23
H 1.951 -2.775 1.221 0.23
H 3.080 -1.592 0.515 0.28
```

Output
E_LUMO: -0.00784 Ha
Charge: 0
Frontier orbital gap: 9.668 eV
SMILES: C[C@]1([N+](=O)[O-])Cc2ccccc2C1=O
ΔE to the lowest compared entry with this formula, charge and spin: 87.5 kcal per mole
Electronic energy: -18144.492 eV

3.
DFT (wB97M-V/def2-TZVPD) results for the molecule C6H11NO.

Structure (XYZ):
```
19
Properties=species:S:1:pos:R:3:nbo_charge:R:1
C 1.102 0.187 0.493 -0.26
C 1.865 1.190 -0.385 -0.59
C 1.407 -1.239 0.042 -0.61
C -1.461 -0.058 0.108 0.03
N -1.597 -1.323 -0.423 -0.82
C -2.748 0.635 0.275 0.41
C -0.347 0.575 0.530 -0.18
O -3.801 0.207 -0.134 -0.54
H 1.476 0.300 1.520 0.21
H -0.844 -1.700 -0.968 0.39
H -2.522 -1.476 -0.803 0.40
H -2.686 1.607 0.795 0.12
H -0.502 1.554 0.964 0.20
H 0.809 -1.957 0.596 0.22
H 1.714 2.207 -0.029 0.21
H 1.516 1.132 -1.413 0.20
H 2.930 0.973 -0.368 0.21
H 2.458 -1.459 0.224 0.22
H 1.229 -1.356 -1.025 0.19
```

Output
E_LUMO: 0.02344 Ha
Charge: 0
Frontier orbital gap: 9.108 eV
SMILES: CC(C)/C=C(\N)C=O
ΔE to the lowest compared entry with this formula, charge and spin: 20.8 kcal per mole
Electronic energy: -9937.551 eV

4.
DFT (wB97M-V/def2-TZVPD) results for a structure of composition C4H5N3O at a distorted geometry.

Structure (XYZ):
```
13
Properties=species:S:1:pos:R:3:nbo_charge:R:1
C 1.157 -0.357 0.126 0.50
C -0.835 0.626 0.061 0.32
C -1.704 -1.209 -0.026 -0.19
C -0.236 -0.673 0.122 -0.33
H 2.162 -2.026 0.200 0.42
H 2.904 -0.359 -0.850 0.45
H -3.013 0.725 0.224 0.40
H -1.800 -2.040 -0.778 0.22
H -2.140 -1.383 1.097 0.20
N 2.277 -0.873 -0.082 -0.82
N -0.001 1.644 -0.086 -0.21
N -2.102 0.208 -0.204 -0.62
O 1.297 0.988 0.126 -0.35
```

Output
E_LUMO: 0.01749 Ha
Charge: 0
Frontier orbital gap: 8.404 eV
ΔE to the lowest compared entry with this formula, charge and spin: 162.0 kcal per mole
Electronic energy: -10740.590 eV

5.
DFT (wB97M-V/def2-TZVPD) results for a structure of composition C21H28F5O2Pb at a distorted geometry.

Structure (XYZ):
```
57
Properties=species:S:1:pos:R:3:nbo_charge:R:1
O 0.538 0.335 -7.953 -0.54
C 0.365 1.597 -8.584 -0.06
C 0.118 1.037 -9.991 -0.46
H 1.271 2.217 -8.550 0.17
H -0.516 2.123 -8.195 0.17
C 0.341 -0.314 -9.239 0.27
H 0.895 1.290 -10.714 0.21
H -0.902 1.183 -10.351 0.21
C 1.573 -1.058 -9.722 -0.63
H 2.460 -0.415 -9.772 0.21
H 1.403 -1.462 -10.725 0.21
H 1.775 -1.912 -9.070 0.22
C -0.880 -1.210 -9.230 -0.63
H -1.780 -0.668 -8.919 0.22
H -0.711 -2.059 -8.562 0.22
H -1.061 -1.618 -10.229 0.21
Pb 0.157 0.237 0.062 1.10
C -2.138 -0.473 1.302 -0.31
C -1.836 0.897 1.486 -0.39
C -1.940 1.564 0.196 -0.42
H -1.544 1.376 2.414 0.23
C -2.348 0.551 -0.756 -0.34
C -2.447 -0.687 -0.058 -0.35
H -2.710 -1.627 -0.528 0.20
H -2.089 -1.231 2.093 0.21
H -1.841 2.627 -0.011 0.23
H -2.645 0.755 -1.787 0.20
C 1.192 -1.599 1.605 -0.36
C 0.448 -2.399 0.711 -0.32
C 0.975 -2.258 -0.589 -0.35
H -0.427 -3.000 0.984 0.21
C 2.059 -1.319 -0.557 -0.38
C 2.201 -0.882 0.838 -0.41
H 3.011 -0.281 1.225 0.23
H 1.030 -1.473 2.675 0.22
H 0.607 -2.717 -1.503 0.20
H 2.723 -1.038 -1.378 0.22
O 0.437 0.607 -2.286 -0.60
C -0.046 -0.321 -3.353 -0.07
C -0.351 0.615 -4.523 -0.43
H -0.914 -0.906 -2.970 0.21
H 0.807 -0.990 -3.499 0.18
C 0.546 1.858 -4.272 -0.43
H -1.410 0.934 -4.391 0.20
H -0.172 0.135 -5.495 0.23
C 0.527 2.039 -2.766 -0.07
H 0.242 2.794 -4.759 0.21
H 1.591 1.582 -4.488 0.20
H -0.376 2.577 -2.408 0.19
H 1.451 2.446 -2.303 0.22
F 0.613 3.231 -0.014 -0.38
C 1.259 2.162 0.608 0.18
F 2.472 1.900 -0.062 -0.38
C 1.478 2.446 2.106 0.91
F 2.398 3.381 2.270 -0.32
F 0.254 2.838 2.624 -0.34
F 1.855 1.305 2.813 -0.34
```

Output
E_LUMO: 0.07656 Ha
Charge: -1
Frontier orbital gap: 4.694 eV
ΔE to the lowest compared entry with this formula, charge and spin: 18.8 kcal per mole
Electronic energy: -45156.986 eV

6.
DFT (wB97M-V/def2-TZVPD) results for the molecule C4H6O2.

Structure (XYZ):
```
12
Properties=species:S:1:pos:R:3:nbo_charge:R:1
C -0.428 1.196 0.554 -0.60
C 0.560 -0.859 0.147 0.49
O 0.943 -1.434 1.142 -0.50
C 0.808 0.575 -0.166 -0.51
C -0.476 -1.539 -0.743 0.34
O -1.208 -0.925 -1.481 -0.48
H -1.235 1.313 -0.172 0.23
H -0.197 2.141 1.041 0.23
H -0.818 0.528 1.335 0.21
H 0.760 0.775 -1.242 0.23
H 1.802 0.861 0.197 0.23
H -0.510 -2.632 -0.613 0.13
```

Output
E_LUMO: -0.01573 Ha
Charge: 0
Frontier orbital gap: 9.347 eV
SMILES: CCC(=O)C=O
ΔE to the lowest compared entry with this formula, charge and spin: 28.7 kcal per mole
Electronic energy: -8339.215 eV

7.
DFT (wB97M-V/def2-TZVPD) results for a structure of composition C3H13BClCr2N3O10 at a distorted geometry.

Structure (XYZ):
```
33
Properties=species:S:1:pos:R:3:lowdin_spin:R:1
Cr -15.419 -0.492 -8.506 4.01
Cr -9.872 -0.569 -11.205 3.96
Cl -12.132 1.283 -8.956 0.00
O -11.318 0.897 -7.816 0.00
O -11.609 0.673 -10.126 0.01
O -13.425 0.781 -8.768 0.02
O -12.230 2.730 -8.967 0.00
B -16.149 -0.051 -10.663 -0.02
H -16.202 0.616 -9.816 -0.03
H -16.760 0.287 -11.485 -0.01
H -15.175 -0.231 -11.091 0.01
H -16.543 -1.030 -10.437 0.00
C -7.830 2.212 -8.513 0.00
N -7.788 1.804 -10.008 0.00
O -8.411 0.811 -10.339 0.02
O -6.996 2.313 -10.745 0.01
H -7.864 3.302 -8.500 0.00
H -6.905 1.818 -8.093 0.00
H -8.671 1.730 -8.015 0.00
C -12.001 3.621 -12.248 0.00
N -10.686 3.170 -12.857 0.00
O -10.273 3.680 -13.861 0.00
O -10.131 2.261 -12.286 0.01
H -12.450 4.314 -12.961 0.00
H -11.842 4.096 -11.280 0.00
H -12.610 2.723 -12.144 0.00
C -12.390 3.170 -5.331 0.06
N -11.757 2.440 -4.166 0.07
O -11.170 1.422 -4.432 0.83
O -11.882 2.924 -3.056 0.01
H -11.611 3.715 -5.864 0.00
H -13.113 3.876 -4.924 0.02
H -12.920 2.654 -6.131 0.00
```

Output
Multiplicity: 10
E_LUMO (spin up / spin down): -0.50916 / -0.55479 Ha
Charge: +3
Frontier orbital gap (spin up / spin down): 4.843 / 3.598 eV
Electronic energy: -98252.861 eV

8.
DFT (wB97M-V/def2-TZVPD) results for a structure of composition C31H35IN8S3SbTi at a distorted geometry.

Structure (XYZ):
```
80
Properties=species:S:1:pos:R:3:lowdin_spin:R:1
Ti 0.117 -0.169 -0.088 1.02
C 0.670 -2.398 3.346 0.00
C 2.107 -2.689 2.905 0.00
C 2.407 -2.202 1.473 0.00
N 1.864 -0.868 1.303 0.00
C 2.493 0.108 1.896 0.01
C 3.851 0.063 2.349 0.00
C 4.504 0.789 3.313 0.01
C 3.978 1.752 4.183 0.01
C 2.734 2.343 4.072 0.00
C 1.791 2.244 3.053 0.01
C 1.707 1.362 1.957 0.00
N 0.860 1.514 0.956 0.00
C 0.268 2.834 0.810 0.00
C -0.437 2.929 -0.537 0.00
C -1.796 2.253 -0.390 0.00
N -1.621 0.945 0.217 -0.01
C -2.535 0.437 1.020 0.01
C -3.683 1.163 1.443 0.03
C -4.658 0.885 2.383 0.01
C -4.952 -0.302 3.028 0.03
C -4.322 -1.522 2.781 0.01
C -3.182 -1.799 2.067 0.02
C -2.245 -0.957 1.405 0.01
N -1.070 -1.401 0.972 -0.02
C -0.737 -2.804 1.189 0.00
C -0.407 -3.216 2.637 0.00
H 0.596 -2.592 4.421 0.00
H 0.461 -1.338 3.191 0.00
H 2.786 -2.162 3.584 0.00
H 2.326 -3.759 2.984 0.00
H 3.487 -2.246 1.299 0.00
H 1.957 -2.869 0.743 0.00
H 4.463 -0.685 1.858 0.00
H 5.548 0.530 3.462 0.00
H 4.601 2.063 5.015 0.00
H 2.475 3.041 4.864 0.00
H 0.947 2.916 3.155 0.00
H -0.478 3.023 1.598 0.00
H 1.043 3.609 0.909 0.00
H -0.565 3.972 -0.839 0.00
H 0.166 2.415 -1.284 0.00
H -2.406 2.922 0.227 0.00
H -2.286 2.153 -1.362 0.00
H -3.776 2.150 1.016 0.00
H -5.315 1.721 2.612 0.00
H -5.798 -0.304 3.706 0.00
H -4.804 -2.388 3.225 0.00
H -2.969 -2.853 1.989 0.00
H -1.562 -3.423 0.826 0.00
H 0.111 -3.046 0.558 0.00
H -1.316 -3.141 3.238 0.00
H -0.110 -4.271 2.618 0.00
S -2.583 -1.947 -4.881 0.21
Sb -2.834 -1.034 -2.757 0.32
S -3.418 -2.880 -1.458 0.23
S -0.733 0.161 -2.410 0.21
I 1.906 1.060 -4.698 0.01
C 2.876 2.351 -3.334 0.00
C 3.613 3.403 -3.855 0.00
C 4.298 4.226 -2.972 0.00
C 4.228 3.927 -1.616 0.00
C 3.465 2.852 -1.211 0.00
N 2.763 2.078 -2.050 0.00
H 3.664 3.563 -4.922 0.00
H 4.871 5.069 -3.336 0.00
H 4.769 4.518 -0.889 0.00
H 3.396 2.578 -0.167 0.00
N 0.389 -4.092 -3.633 0.00
C 1.084 -3.113 -2.947 0.05
C 0.505 -2.467 -1.867 0.19
N 1.153 -1.499 -1.151 0.22
C 2.430 -1.244 -1.566 0.08
C 2.991 -1.926 -2.608 0.05
N 2.357 -2.883 -3.325 0.21
H -0.612 -3.929 -3.683 0.00
H 0.794 -4.265 -4.540 0.00
H -0.510 -2.708 -1.574 0.01
H 2.968 -0.473 -1.035 0.00
H 4.006 -1.701 -2.927 0.00
```

Output
Multiplicity: 4
E_LUMO (spin up / spin down): 0.13907 / 0.13874 Ha
Charge: -2
Frontier orbital gap (spin up / spin down): 3.326 / 5.236 eV
ΔE to the lowest compared entry with this formula, charge and spin: 0.0 kcal per mole
Electronic energy: -114897.114 eV

9.
DFT (wB97M-V/def2-TZVPD) results for a structure of composition C13H28BFO23PS4 at a distorted geometry.

Structure (XYZ):
```
71
Properties=species:S:1:pos:R:3:mulliken_charge:R:1
C 5.237 -1.951 -1.911 -0.93
C 3.873 -1.021 -2.035 0.73
O 3.275 -0.584 -0.893 -0.50
O 3.230 -0.638 -3.301 -0.26
C 2.713 -1.847 -4.024 -0.73
C 1.269 -2.357 -3.352 0.78
O 0.614 -1.067 -3.087 -0.71
B -0.749 -1.227 -2.544 0.52
O -1.180 -2.189 -1.510 -0.21
O -1.780 -0.266 -3.074 -0.51
C 0.678 -3.371 -4.497 -0.44
O 0.760 -4.811 -4.091 -0.43
P 1.634 -4.986 -2.556 -0.08
F 0.050 -5.189 -1.837 -0.36
O 1.574 -3.267 -2.213 -0.03
H 5.372 -2.698 -2.826 0.28
H 6.188 -1.271 -1.741 0.30
H 5.050 -2.657 -0.969 0.26
H 2.506 -1.459 -5.133 0.28
H 3.501 -2.732 -4.037 0.14
H -1.604 -2.989 -1.942 0.32
H -1.329 0.647 -2.998 0.27
H -0.313 -3.115 -5.064 0.21
H 1.469 -3.359 -5.388 0.24
H 2.948 -4.659 -3.112 -0.04
H 1.919 -6.402 -2.704 -0.01
H 2.089 -5.067 -1.162 -0.08
C 3.207 2.976 0.410 -0.09
C 3.105 2.923 -1.112 -0.18
O 2.550 4.180 -1.493 -0.32
S 3.048 5.321 -0.439 1.10
O 4.185 6.003 -1.017 -0.58
O 1.887 6.016 0.066 -0.48
O 3.595 4.314 0.720 -0.35
H 2.234 2.787 0.877 0.18
H 3.941 2.266 0.800 0.32
H 2.474 2.102 -1.459 0.16
H 4.096 2.840 -1.570 0.27
C -0.504 -3.792 3.095 -0.42
C -1.045 -2.370 3.206 -0.36
O -1.228 -1.935 1.860 -0.19
S -1.625 -3.219 0.937 0.90
O -3.064 -3.244 0.793 -0.67
O -0.720 -3.271 -0.188 -0.16
O -1.201 -4.381 1.999 -0.31
H 0.565 -3.790 2.858 0.28
H -0.672 -4.370 4.008 0.32
H -0.361 -1.704 3.737 0.33
H -2.022 -2.357 3.700 0.28
C -4.398 -0.197 1.562 -0.20
C -5.391 0.750 0.895 -0.24
O -6.595 0.619 1.648 -0.34
S -6.215 0.301 3.202 1.05
O -6.259 1.543 3.941 -0.54
O -6.931 -0.885 3.614 -0.55
O -4.652 -0.093 2.962 -0.26
H -4.578 -1.234 1.259 0.10
H -3.361 0.070 1.342 0.36
H -5.564 0.502 -0.154 0.33
H -5.056 1.790 0.972 0.27
C -0.562 5.900 4.067 -0.30
C -1.778 6.387 3.283 -0.34
O -1.720 5.696 2.038 -0.32
S -1.053 4.227 2.277 0.92
O -2.122 3.262 2.405 -0.47
O 0.045 4.068 1.352 -0.39
O -0.444 4.511 3.762 -0.32
H 0.351 6.401 3.731 0.28
H -0.681 6.044 5.145 0.30
H -1.765 7.468 3.126 0.32
H -2.709 6.103 3.784 0.29
```

Output
E_LUMO: 0.06625 Ha
Charge: -1
Frontier orbital gap: 7.385 eV
Electronic energy: -117045.017 eV

10.
DFT (wB97M-V/def2-TZVPD) results for the ion C2H3N2O2S with charge +1 at a distorted geometry.

Structure (XYZ):
```
10
Properties=species:S:1:pos:R:3:nbo_charge:R:1
C 0.463 0.734 0.143 0.69
C 0.004 -0.895 -0.056 -0.74
N -0.626 1.399 0.067 -0.45
N -2.067 0.539 0.021 0.18
O 1.651 1.000 0.263 -0.46
O -3.083 1.182 0.035 -0.12
S -1.750 -1.067 0.030 0.83
H 0.534 -1.478 -0.856 0.32
H 0.556 -1.235 0.767 0.30
H -0.939 2.407 -0.074 0.48
```

Output
E_LUMO (spin up / spin down): -0.27659 / -0.27660 Ha
Charge: +1
Frontier orbital gap (spin up / spin down): 7.925 / 7.925 eV
SMILES: O=C1CS[N+](=O)N1
ΔE to the lowest compared entry with this formula, charge and spin: 36.7 kcal per mole
Electronic energy: -20020.315 eV

11.
DFT (wB97M-V/def2-TZVPD) results for a cluster of 2 separate species, C5H5N3O7 in total at a distorted geometry.

Structure (XYZ):
```
20
Properties=species:S:1:pos:R:3:nbo_charge:R:1
C 1.031 -0.255 -1.227 -0.20
C -0.150 -0.793 -1.435 -0.24
C 1.103 0.201 0.232 0.33
C -0.882 -0.730 -0.244 0.34
C 2.236 -0.137 1.135 -0.65
N 0.801 1.762 0.348 0.52
N -1.877 -1.768 0.067 0.49
N -2.352 0.922 -0.072 0.58
O 1.459 2.473 1.051 -0.34
O -2.343 -2.332 -0.889 -0.38
O -2.955 1.201 -1.017 -0.25
O -0.054 2.140 -0.428 -0.39
O -2.259 -1.868 1.210 -0.36
O -2.107 1.239 1.039 -0.26
O -0.130 -0.322 0.775 -0.46
H 1.756 0.089 -2.067 0.26
H -0.626 -1.077 -2.323 0.26
H 1.878 0.248 2.050 0.25
H 3.216 0.284 0.857 0.25
H 2.256 -1.277 0.939 0.24
```

Output
E_LUMO (spin up / spin down): -0.04608 / -0.05910 Ha
Charge: 0
Frontier orbital gap (spin up / spin down): 7.710 / 7.762 eV
ΔE to the lowest compared entry with this formula, charge and spin: 28.4 kcal per mole
Electronic energy: -24057.059 eV

12.
DFT (wB97M-V/def2-TZVPD) results for a structure of composition C3H6O at a distorted geometry.

Structure (XYZ):
```
10
Properties=species:S:1:pos:R:3:nbo_charge:R:1
O 1.765 -0.590 0.344 -0.72
C 0.522 -0.251 -0.102 0.11
C -0.265 0.989 0.008 -0.45
C -0.814 -0.356 0.507 -0.45
H 1.440 -0.874 -0.772 0.51
H 0.449 -0.674 -1.299 0.08
H -0.679 1.389 -0.911 0.22
H 0.044 1.727 0.740 0.23
H -1.583 -0.833 -0.090 0.22
H -0.880 -0.527 1.576 0.23
```

Output
E_LUMO: 0.02664 Ha
Charge: 0
Frontier orbital gap: 10.079 eV
ΔE to the lowest compared entry with this formula, charge and spin: 104.1 kcal per mole
Electronic energy: -5251.181 eV